A cluster of 19 separate species, C90H210N33O7P7 in total in a non-equilibrium geometry, computed with ωB97M-V/def2-TZVPD.

Output
E_HOMO = -7.846 eV
orbital gap = 8.09 eV
M = 2083.71 Da

Structure (XYZ):
```
347
Properties=species:S:1:pos:R:3:mulliken_charge:R:1
C -4.454 2.465 -0.531 1.6865
C -5.312 3.468 -1.249 -1.0307
C -6.657 2.889 -1.779 0.4394
C -7.448 2.345 -0.743 0.2477
N -8.110 1.936 0.146 -0.6480
H -3.893 1.874 -1.255 -0.6337
H -5.091 1.833 0.066 -0.3005
H -3.720 2.905 0.110 -0.6929
H -4.856 3.958 -2.110 0.3698
H -5.535 4.326 -0.571 0.5439
H -6.430 2.109 -2.553 -0.5401
H -7.015 3.751 -2.326 0.5159
C 3.382 -0.539 -6.643 -0.1474
C 4.374 -0.061 -7.715 -0.7675
C 4.503 1.507 -7.638 -0.2397
C 3.175 2.134 -7.652 0.1494
N 2.121 2.541 -7.698 -0.3610
H 3.448 -1.611 -6.436 0.3777
H 2.354 -0.392 -7.017 -0.3995
H 3.513 -0.001 -5.696 0.1751
H 4.146 -0.380 -8.766 0.3193
H 5.407 -0.426 -7.593 0.4234
H 5.124 1.992 -8.357 0.6054
H 4.942 1.772 -6.669 -0.1887
C 8.795 1.002 -1.901 -0.8073
C 8.587 1.939 -3.116 -0.7166
C 7.573 1.360 -4.118 -0.3574
C 6.245 1.048 -3.565 0.1242
N 5.159 0.904 -3.167 -0.1957
H 9.720 1.224 -1.329 0.3977
H 8.836 -0.002 -2.243 0.3820
H 7.870 1.122 -1.344 -0.0642
H 9.534 2.091 -3.627 0.3783
H 8.296 2.904 -2.731 0.3104
H 7.926 0.339 -4.424 0.2928
H 7.440 2.053 -4.972 0.3047
C -1.822 2.941 -3.389 -0.5102
C -0.501 2.616 -2.816 1.9311
C 0.518 2.598 -3.976 0.0088
C 0.211 1.618 -5.054 -1.3262
N -0.041 0.779 -5.759 0.5050
H -2.596 2.846 -2.651 -0.2339
H -2.127 2.328 -4.248 -0.2736
H -1.843 4.002 -3.636 0.5300
H -0.504 1.663 -2.228 -0.5025
H -0.087 3.292 -2.067 -0.4491
H 1.506 2.359 -3.616 -0.0854
H 0.694 3.585 -4.342 0.3411
C 5.906 -1.871 -0.887 -0.7572
C 5.584 -3.393 -0.716 -1.3597
C 4.122 -3.785 -0.864 2.0230
C 3.977 -4.994 -0.020 -0.1402
N 3.907 -5.975 0.581 -0.6645
H 5.644 -1.667 -1.899 0.4006
H 7.000 -1.726 -0.772 0.4564
H 5.376 -1.178 -0.212 -0.1304
H 5.896 -3.717 0.284 0.4418
H 6.268 -3.854 -1.423 0.4975
H 3.829 -3.918 -1.951 0.2233
H 3.463 -3.010 -0.470 -1.0708
C 4.977 6.040 3.276 -0.6333
C 4.156 6.089 4.548 -0.1180
C 4.561 5.159 5.675 0.2465
C 4.573 3.770 5.216 0.4315
N 4.723 2.760 4.665 -0.5046
H 5.054 6.885 2.591 0.3714
H 4.487 5.227 2.769 -0.3130
H 6.013 5.775 3.482 0.3686
H 3.117 5.924 4.351 -0.2260
H 4.238 7.111 4.932 0.5599
H 3.894 5.309 6.527 -0.7853
H 5.515 5.382 6.124 0.6578
C 0.270 -7.815 -1.255 -0.5006
C 1.218 -7.538 -2.405 -0.3486
C 0.590 -6.966 -3.712 -0.9805
C 0.028 -5.610 -3.493 0.2194
N -0.509 -4.628 -3.264 -0.0619
H 0.848 -8.208 -0.376 0.2121
H -0.540 -8.535 -1.493 0.3549
H -0.159 -6.880 -0.926 -0.0739
H 1.653 -8.477 -2.771 0.4271
H 1.967 -6.788 -2.103 0.0452
H -0.211 -7.650 -3.930 0.3847
H 1.303 -7.011 -4.509 0.3794
C -1.000 -0.568 -8.550 -0.0158
C -0.677 0.879 -8.912 0.4690
C -0.045 1.183 -10.310 -0.6543
C 1.114 0.303 -10.559 0.2361
N 1.983 -0.418 -10.642 -0.5314
H -1.108 -0.638 -7.456 -0.4443
H -0.192 -1.196 -8.756 0.0738
H -1.906 -0.993 -9.021 0.3609
H 0.046 1.217 -8.190 -0.4486
H -1.556 1.526 -8.778 0.1055
H 0.301 2.211 -10.200 0.3325
H -0.761 1.054 -11.081 0.4677
C 5.882 -2.894 3.049 -1.0070
C 5.913 -1.442 3.435 -0.4256
C 4.614 -0.718 3.675 3.0918
C 3.917 -1.212 4.908 -0.0592
N 3.411 -1.630 5.863 -0.7451
H 6.939 -3.162 2.890 0.5583
H 5.275 -2.872 2.167 -0.0797
H 5.570 -3.584 3.858 0.2582
H 6.456 -0.926 2.592 -0.2595
H 6.608 -1.308 4.248 0.6248
H 3.950 -0.981 2.837 -1.5146
H 4.735 0.380 3.663 -0.1916
C 3.578 4.520 -4.726 -0.6926
C 2.471 5.438 -5.165 0.0402
C 3.106 6.624 -5.917 -0.7520
C 3.924 7.361 -4.947 0.3380
N 4.508 8.023 -4.215 -0.4905
H 4.121 4.057 -5.537 0.2819
H 3.244 3.759 -4.065 -0.3433
H 4.253 5.030 -4.030 0.5200
H 1.778 5.777 -4.365 0.2668
H 1.770 5.028 -5.944 0.1733
H 2.240 7.215 -6.297 0.3953
H 3.694 6.158 -6.719 0.3248
C 0.796 -3.630 -7.861 -1.1265
C -0.157 -3.468 -6.702 -0.4938
C 0.492 -2.633 -5.505 3.9651
C 1.692 -3.158 -4.894 -0.5237
N 2.600 -3.593 -4.298 -0.6731
H 0.310 -4.026 -8.784 0.3681
H 1.696 -4.211 -7.601 0.3499
H 1.096 -2.625 -8.215 0.0013
H -0.474 -4.444 -6.324 0.4540
H -1.047 -2.942 -6.981 0.1017
H -0.283 -2.537 -4.708 -1.3316
H 0.669 -1.619 -5.928 -1.0395
C 6.759 1.849 1.239 -1.7664
C 5.453 1.693 0.504 2.5717
C 4.886 3.025 0.059 2.6018
C 5.759 3.765 -0.869 -0.1902
N 6.462 4.326 -1.567 -0.7427
H 7.341 0.972 1.539 0.4423
H 6.607 2.420 2.194 0.1693
H 7.526 2.429 0.725 0.4292
H 4.696 1.200 1.165 -0.6451
H 5.510 1.049 -0.415 -0.9158
H 4.696 3.766 0.830 -0.9542
H 3.866 2.779 -0.278 -0.9812
O 2.734 -1.561 1.235 -0.2524
P 1.369 -1.145 0.908 -0.5779
N 0.365 -2.476 0.874 0.9782
C 0.956 -3.749 0.484 0.3969
C -1.075 -2.269 0.731 0.4019
N 1.287 -0.364 -0.507 1.5994
C 2.111 0.788 -0.776 0.1675
C 1.088 -1.144 -1.739 -0.1746
N 0.709 -0.051 1.914 0.8967
C -0.435 0.864 1.723 -0.0369
C 0.941 -0.299 3.281 0.9828
H 0.516 -4.553 1.059 -0.4434
H 2.007 -3.746 0.748 -0.7227
H 0.802 -4.023 -0.531 0.3915
H -1.327 -1.791 -0.255 -0.1646
H -1.469 -1.571 1.509 -0.6035
H -1.606 -3.227 0.759 0.0045
H 2.228 1.422 0.085 -1.1090
H 3.101 0.398 -1.063 0.4487
H 1.692 1.449 -1.566 -0.1673
H 2.005 -1.233 -2.325 0.3927
H 0.678 -2.140 -1.475 -0.2587
H 0.330 -0.721 -2.419 -0.8143
H -1.215 0.574 2.464 -0.3465
H -0.160 1.877 2.030 -0.5055
H -0.783 0.832 0.724 0.4509
H 1.204 0.677 3.760 -0.2912
H 1.769 -1.042 3.362 -0.6555
H 0.042 -0.683 3.787 -0.5018
O 0.097 -7.184 5.872 -0.9087
P 0.516 -6.350 4.737 0.5340
N -0.403 -6.556 3.389 0.6849
C -0.102 -6.943 2.044 -0.5193
C -1.850 -6.495 3.592 -1.4148
N 2.056 -6.589 4.097 0.6269
C 2.397 -7.893 3.648 -1.2189
C 3.136 -5.841 4.648 -1.3829
N 0.548 -4.700 5.073 0.5985
C 1.011 -3.786 4.065 -0.3306
C -0.031 -4.188 6.282 -1.0140
H -0.554 -7.884 1.803 0.5100
H 1.007 -7.035 1.988 0.2333
H -0.450 -6.195 1.274 -0.3075
H -2.085 -6.490 4.685 0.3246
H -2.216 -7.423 3.104 0.4137
H -2.340 -5.672 3.136 0.3968
H 2.926 -8.426 4.425 0.3484
H 1.498 -8.466 3.356 0.3560
H 3.058 -7.767 2.750 0.2815
H 2.782 -4.986 5.254 0.3548
H 3.756 -6.529 5.237 0.3948
H 3.846 -5.428 3.960 0.3339
H 1.556 -3.026 4.581 0.2188
H 1.752 -4.202 3.323 -0.1283
H 0.217 -3.299 3.430 -0.2916
H 0.560 -3.477 6.846 0.2325
H -0.165 -5.030 7.001 0.3461
H -1.035 -3.867 5.973 0.2272
O 1.436 4.402 6.316 -1.0285
P 0.813 3.577 7.372 0.7551
N 1.179 4.231 8.821 -0.0913
C 2.440 4.969 8.834 -1.1245
C 0.858 3.683 10.139 -0.8728
N 1.256 1.960 7.519 0.5615
C 0.952 0.805 6.636 -0.2566
C 2.552 1.695 8.056 -1.0964
N -0.832 3.450 7.229 0.7227
C -1.549 4.541 6.605 -0.5169
C -1.629 2.638 8.093 -1.0931
H 2.458 5.659 9.697 0.5779
H 2.530 5.562 7.934 0.1101
H 3.306 4.290 8.956 0.3644
H 1.454 4.341 10.807 0.4044
H 1.177 2.667 10.340 0.2673
H -0.206 3.756 10.318 0.2790
H 0.066 1.180 6.071 -0.0469
H 1.828 0.611 5.983 -0.2144
H 0.668 -0.056 7.302 0.2384
H 2.867 2.502 8.699 0.4177
H 2.478 0.765 8.656 0.3642
H 3.302 1.527 7.288 0.0245
H -1.685 5.435 7.221 0.2303
H -1.113 4.792 5.673 0.0272
H -2.534 4.181 6.453 0.2183
H -1.950 3.222 8.987 0.2170
H -1.055 1.786 8.396 0.3431
H -2.528 2.260 7.576 0.3003
O -4.531 1.328 -3.448 -0.3410
P -4.704 0.371 -4.550 -1.0695
N -6.227 -0.336 -4.668 0.3840
C -7.373 0.401 -5.196 -1.2324
C -6.635 -1.453 -3.851 -1.1823
N -3.734 -0.969 -4.251 1.0819
C -3.699 -2.074 -5.169 -0.9980
C -2.447 -0.815 -3.585 1.6451
N -4.553 1.076 -6.021 1.0657
C -4.214 2.482 -6.267 -0.4547
C -5.000 0.353 -7.224 -1.1181
H -7.999 -0.288 -5.782 0.3876
H -7.038 1.244 -5.781 0.4223
H -8.073 0.721 -4.419 0.3545
H -6.562 -2.402 -4.429 0.2247
H -7.713 -1.321 -3.578 0.4933
H -6.115 -1.512 -2.921 0.1426
H -3.201 -1.780 -6.084 -0.1604
H -3.332 -2.971 -4.714 0.2169
H -4.723 -2.277 -5.459 0.5429
H -2.027 -1.806 -3.400 -0.5724
H -1.747 -0.199 -4.181 -0.3113
H -2.604 -0.269 -2.660 -0.4318
H -5.027 3.037 -6.713 0.3648
H -4.035 2.924 -5.251 0.0379
H -3.333 2.611 -6.945 -0.0982
H -5.546 -0.517 -6.871 0.4386
H -4.113 0.095 -7.830 -0.1076
H -5.744 0.982 -7.723 0.4628
O 1.256 3.558 -0.334 0.5363
P 0.932 4.743 0.408 -1.8395
N 2.092 5.815 0.130 1.7310
C 2.778 5.895 -1.213 -1.2551
C 2.241 7.041 0.881 -1.1182
N 0.860 4.502 2.005 1.8390
C 0.047 5.273 2.950 -1.5095
C 1.837 3.636 2.668 1.4368
N -0.579 5.445 0.132 0.6155
C -0.807 6.552 -0.764 -0.9454
C -1.738 4.582 0.359 -0.7425
H 3.886 5.881 -1.105 0.2083
H 2.544 6.875 -1.692 0.4432
H 2.451 5.088 -1.870 0.0033
H 1.651 7.005 1.825 0.0910
H 1.920 7.855 0.248 0.4054
H 3.276 7.236 1.128 0.2455
H 0.632 6.075 3.335 0.4355
H -0.790 5.806 2.506 0.3832
H -0.320 4.601 3.726 0.2177
H 1.952 2.691 2.176 -0.1826
H 2.842 4.102 2.830 -1.8333
H 1.482 3.482 3.677 -0.1806
H -1.514 7.284 -0.309 0.3362
H 0.138 7.062 -0.874 0.2284
H -1.179 6.265 -1.790 0.1275
H -2.633 5.212 0.137 0.5635
H -1.842 4.142 1.371 0.2176
H -1.747 3.840 -0.460 -0.3257
O -5.125 -3.616 1.640 -1.2920
P -5.560 -3.574 0.269 0.8927
N -6.110 -2.180 -0.473 0.5691
C -7.502 -1.659 -0.128 -0.9009
C -5.195 -1.083 -0.612 -0.4052
N -6.859 -4.624 0.188 0.2999
C -7.683 -5.009 1.308 -1.0638
C -7.379 -5.052 -1.089 -1.1785
N -4.393 -4.138 -0.786 1.0839
C -4.269 -3.746 -2.172 0.1471
C -3.487 -5.141 -0.244 -0.6956
H -8.184 -2.494 -0.099 0.3067
H -7.840 -1.038 -0.953 0.2067
H -7.344 -1.091 0.771 0.1519
H -5.232 -0.443 0.257 0.4599
H -5.430 -0.406 -1.489 0.0035
H -4.140 -1.301 -0.857 -0.4678
H -8.609 -4.444 1.333 0.2622
H -7.951 -6.063 1.076 0.4123
H -7.190 -4.873 2.267 0.1640
H -7.156 -6.111 -1.109 0.3387
H -8.417 -4.802 -1.086 0.4660
H -6.915 -4.535 -1.910 0.1956
H -3.207 -3.492 -2.483 -0.5923
H -4.573 -4.614 -2.860 0.1463
H -5.019 -2.951 -2.334 0.0523
H -3.657 -5.328 0.827 0.1807
H -2.467 -4.717 -0.255 -0.2416
H -3.496 -6.105 -0.740 0.4924
O -4.685 0.003 6.999 -0.9275
P -4.767 -0.243 5.528 0.2650
N -5.851 -1.331 5.007 0.4924
C -5.910 -2.582 5.760 -1.1335
C -6.453 -1.324 3.762 -1.2353
N -3.338 -0.690 4.860 0.9210
C -3.181 -1.958 4.083 -0.1630
C -2.147 -0.202 5.413 -0.0663
N -5.065 1.190 4.720 0.7281
C -4.541 1.598 3.469 -1.2899
C -5.675 2.290 5.429 -1.0294
H -5.733 -3.402 5.099 0.3313
H -6.873 -2.747 6.258 0.3159
H -5.040 -2.628 6.480 0.3396
H -7.552 -1.568 3.938 0.3772
H -6.015 -1.956 2.916 0.5432
H -6.392 -0.258 3.430 0.0768
H -3.171 -2.857 4.704 0.2316
H -3.865 -2.185 3.293 0.0641
H -2.214 -2.055 3.585 -0.4725
H -2.289 0.787 5.860 -0.1012
H -1.757 -0.863 6.203 0.4568
H -1.350 -0.152 4.592 -0.4324
H -5.232 1.587 2.606 0.3800
H -4.147 2.611 3.546 0.4450
H -3.643 0.990 3.199 0.0362
H -5.946 2.037 6.453 0.3586
H -6.590 2.651 4.935 0.3062
H -4.902 3.085 5.477 0.1454
```